Entry from OMol25: the molecule C2H4ClN2P (ωB97M-V/def2-TZVPD).

- total charge = 0
- HOMO level (Eh) = -0.340
- gap between HOMO and LUMO (eV) = 9.2
- E (eV) = -26928.01310

Last column: Mulliken charge in e.
Atoms and positions in Å:
C -0.091 -0.424 0.869  -0.392
C 0.704 0.622 -0.347  -0.524
N 0.864 -0.537 1.944  -0.300
N 1.592 1.292 0.543  -0.035
P 2.077 0.437 1.902  0.118
Cl 2.695 2.379 -0.447  -0.117
H -0.920 0.189 1.126  0.239
H -0.460 -1.383 0.493  0.312
H 1.114 -0.032 -1.106  0.326
H 0.004 1.248 -0.736  0.372

Entry from OMol25: the molecule C5H8O2 (ωB97M-V/def2-TZVPD).

- total charge = 0
- HOMO level (Eh) = -0.337
- gap between HOMO and LUMO (eV) = 10.3
- E (eV) = -9407.60334

Last column: Mulliken charge in e.
Atoms and positions in Å:
C 1.421 -0.382 1.171  -0.705
C 0.723 -0.944 -0.032  -0.046
O -0.633 -1.286 0.045  -0.411
C -1.596 -0.251 -0.116  -0.361
C -0.973 0.937 -0.808  -0.419
O 0.083 1.412 0.019  -0.412
C 1.143 0.503 -0.013  -0.086
H 0.848 -0.209 2.076  0.240
H 2.448 -0.705 1.319  0.275
H 1.253 -1.644 -0.672  0.350
H -1.974 0.073 0.865  0.259
H -2.433 -0.679 -0.681  0.316
H -0.592 0.628 -1.794  0.304
H -1.679 1.759 -0.942  0.346
H 2.004 0.886 -0.563  0.350

Entry from OMol25: a structure of composition C28H33Br54ClIO4P (ωB97M-V/def2-TZVPD).

- total charge = 0
- HOMO level (Eh) = -0.321
- gap between HOMO and LUMO (eV) = 8.3
- E (eV) = -3849959.95891

Last column: Mulliken charge in e.
Atoms and positions in Å:
C 0.973 4.438 -0.819  -0.990
C 0.863 3.500 -2.045  -0.857
C 0.990 1.981 -1.732  0.524
C 0.420 1.231 -2.991  -0.949
C 2.460 1.524 -1.369  2.566
C 2.591 1.809 0.172  0.052
C 2.876 0.565 1.043  -0.621
O 3.923 0.468 1.567  -0.450
I 1.332 -1.001 1.363  0.241
C 2.832 0.091 -1.860  -1.112
C 3.635 0.231 -3.189  0.195
O 4.143 -0.609 -3.796  -0.448
O 3.635 1.577 -3.430  -0.361
C 3.569 2.273 -2.175  -0.918
P 5.341 2.116 -1.509  0.313
O 5.717 3.585 -0.817  -0.519
Cl 6.523 2.038 -3.236  -0.053
H 0.858 5.506 -1.071  0.437
H 0.242 4.205 -0.020  0.141
H 1.970 4.347 -0.346  0.171
H 1.547 3.860 -2.831  0.250
H -0.153 3.644 -2.456  0.557
H 0.281 1.756 -0.916  0.278
H -0.291 1.882 -3.533  0.439
H 1.207 1.006 -3.730  0.050
H -0.149 0.333 -2.718  -0.223
H 3.414 2.523 0.337  0.408
H 1.672 2.263 0.577  -0.012
H 3.538 -0.488 -1.230  0.330
H 1.972 -0.601 -1.903  0.150
H 3.457 3.358 -2.327  0.568
H 6.522 3.895 -1.269  0.265
C -1.854 2.037 2.739  0.087
Br -2.177 0.184 3.166  0.203
Br -0.012 2.541 3.052  -0.047
Br -2.422 2.462 0.941  0.086
H -2.462 2.630 3.415  -0.284
C -4.564 5.292 4.440  -0.386
Br -4.825 3.377 4.415  -0.012
Br -2.909 5.808 3.586  -0.040
Br -6.079 6.218 3.688  0.066
H -4.490 5.588 5.478  0.401
C -5.019 -3.198 2.175  -0.308
Br -5.689 -4.501 0.925  0.024
Br -3.113 -3.349 2.419  0.053
Br -5.539 -1.401 1.688  -0.033
H -5.478 -3.411 3.133  0.265
C 10.837 3.493 0.009  -0.346
Br 10.227 4.507 -1.520  -0.057
Br 9.975 1.770 0.113  0.081
Br 12.758 3.331 0.038  -0.047
H 10.551 4.049 0.893  0.387
C -4.048 -4.226 6.919  -0.305
Br -3.351 -2.546 6.275  0.025
Br -5.823 -4.030 7.655  -0.038
Br -3.988 -5.594 5.557  -0.057
H -3.403 -4.550 7.725  0.339
C 5.573 -2.790 2.955  -0.471
Br 5.312 -4.709 2.905  -0.071
Br 7.221 -2.291 2.077  -0.016
Br 4.023 -1.846 2.268  0.010
H 5.677 -2.514 3.997  0.349
C -5.571 0.522 -1.994  0.226
Br -7.427 0.821 -2.430  -0.037
Br -4.710 -0.638 -3.273  -0.024
Br -4.614 2.187 -1.781  -0.023
H -5.545 0.016 -1.038  -0.222
C -9.196 5.726 1.046  0.151
Br -11.053 5.980 0.594  -0.005
Br -8.300 4.569 -0.213  0.048
Br -8.272 7.408 1.258  -0.059
H -9.171 5.228 2.007  -0.187
C 0.841 -2.918 5.347  -0.363
Br 0.027 -1.820 6.720  -0.083
Br -0.405 -4.170 4.559  -0.078
Br 1.673 -1.845 3.961  -0.092
H 1.614 -3.503 5.831  0.392
C -11.273 4.212 4.490  -0.336
Br -13.131 4.471 4.038  -0.010
Br -10.388 3.043 3.236  0.005
Br -10.338 5.893 4.673  0.006
H -11.245 3.725 5.455  0.372
C 8.153 2.069 -7.023  -0.315
Br 9.305 2.799 -5.650  -0.041
Br 6.567 1.255 -6.282  0.017
Br 7.721 3.387 -8.365  -0.049
H 8.709 1.283 -7.516  0.318
C 8.054 -1.967 -3.628  0.087
Br 7.596 -2.914 -2.009  0.005
Br 9.354 -0.581 -3.294  0.021
Br 8.628 -3.167 -5.027  -0.029
H 7.152 -1.479 -3.977  -0.061
C -9.229 -6.441 1.661  -0.371
Br -8.062 -5.839 3.074  0.038
Br -10.915 -7.089 2.347  -0.051
Br -9.480 -5.085 0.311  -0.009
H -8.741 -7.279 1.182  0.397
C -1.059 -3.035 -2.243  -0.474
Br -1.887 -1.944 -0.880  0.097
Br -2.284 -4.310 -3.008  -0.054
Br -0.219 -1.973 -3.615  0.176
H -0.275 -3.602 -1.757  0.431
C 1.812 -4.723 -5.446  -0.153
Br 1.155 -5.710 -3.921  -0.039
Br 3.165 -3.447 -4.926  0.116
Br 2.430 -5.896 -6.849  -0.063
H 0.977 -4.160 -5.846  0.137
C 1.397 -0.711 -7.852  -0.331
Br 2.464 -0.147 -6.348  0.088
Br -0.307 -1.428 -7.292  -0.087
Br 1.188 0.698 -9.154  -0.051
H 1.935 -1.515 -8.338  0.351
C -12.640 -5.226 5.362  0.083
Br -10.944 -4.693 6.109  0.015
Br -13.757 -6.098 6.672  -0.016
Br -13.546 -3.747 4.517  -0.002
H -12.430 -5.953 4.588  -0.100
C 12.417 -1.246 1.467  -0.370
Br 11.668 -0.126 2.851  -0.043
Br 11.092 -2.414 0.692  0.004
Br 13.335 -0.212 0.120  -0.009
H 13.158 -1.877 1.941  0.372